*i*
Here is an isolated ion of composition ClH2NO2P and charge -1 from the OMol25 dataset. Energies are from the ωB97M-V functional and the def2-TZVPD basis.

Properties
- SMILES: N[P@](=O)([O-])Cl
- HOMO-LUMO gap: 8.4050 eV
- Total charge: -1

Last column: Löwdin charge in e.
Cartesian coordinates (Å):
N1 1.04792 -0.04555 -0.10415  -0.1739
O1 -1.06192 0.46785 -1.49714  -0.4516
O2 -1.14014 0.96605 1.34232  -0.6397
P1 -0.68681 0.12383 -0.11223  0.0643
Cl1 -1.33826 -1.76707 0.46564  0.1467
H1 1.49768 -0.03916 0.79295  0.0003
H2 1.68152 0.29406 -0.88738  0.0539



*ii*
Here is an isolated ion of composition ClH2NO2P and charge -1 from the OMol25 dataset. Energies are from the ωB97M-V functional and the def2-TZVPD basis.

Properties
- SMILES: N[P@](=O)([O-])Cl
- HOMO-LUMO gap: 9.5588 eV
- Total charge: -1

Last column: Löwdin charge in e.
Cartesian coordinates (Å):
N1 -0.16357 -0.09855 1.10462  -0.1712
O1 1.73744 -0.36413 -0.62244  -0.3838
O2 0.19916 1.73160 -0.76230  -0.4183
P1 0.51461 0.34142 -0.40747  -0.0573
Cl1 -0.99344 -0.91355 -1.47606  0.0263
H1 -1.00032 0.39296 1.40408  0.0211
H2 -0.29388 -1.08976 0.75956  -0.0169



Which is most stable, and by how much? *ii*, by 0.0379 hartree.



*i*
Here is a 3-piece molecular cluster, CH3O3S overall from the OMol25 dataset. Energies are from the ωB97M-V functional and the def2-TZVPD basis.

Properties
- HOMO-LUMO gap: 4.4795 eV
- Total charge: -1

Last column: Löwdin charge in e.
Cartesian coordinates (Å):
C1 -0.41163 1.49591 0.59954  -0.4583
O1 3.06978 -1.34529 -1.62872  -0.9525
O2 -1.01674 2.20728 -0.07890  0.1510
O3 -0.02001 1.11289 1.64469  0.1508
S1 1.81773 -1.89107 -0.95805  0.2772
H1 -2.42123 0.21005 -0.17217  0.0380
H2 -2.49904 -0.37912 0.29043  0.0615
H3 1.48113 -1.41066 0.30317  -0.2676



*ii*
Here is a 2-piece molecular cluster, CH3O3S overall from the OMol25 dataset. Energies are from the ωB97M-V functional and the def2-TZVPD basis.

Properties
- HOMO-LUMO gap: 6.8250 eV
- Total charge: -1

Last column: Löwdin charge in e.
Cartesian coordinates (Å):
C1 -0.68295 0.89268 -0.41549  -0.5191
O1 2.08507 0.23031 -0.71249  -0.4723
O2 0.63475 -0.63388 1.14611  -0.4799
O3 -1.04844 1.06755 0.87829  -0.2953
S1 0.75189 -0.16429 -0.21916  0.5433
H1 -1.48128 -0.11629 -1.17620  0.0706
H2 -0.83884 0.27653 1.53919  0.0973
H3 0.57978 -1.55262 -1.04025  0.0555



Which is most stable, and by how much? *i*, by 0.0934 hartree.



*i*
Here is a 2-piece molecular cluster, C3H9N3O2 overall from the OMol25 dataset. Energies are from the ωB97M-V functional and the def2-TZVPD basis.

Properties
- HOMO-LUMO gap: 9.0623 eV

Last column: Löwdin charge in e.
Cartesian coordinates (Å):
C1 -0.33375 1.23096 -0.11724  -0.1233
C2 -0.79675 1.05512 -1.36120  -0.1996
N1 -1.82148 0.19784 -1.72121  0.0740
N2 1.09996 1.48106 0.09831  0.1323
H1 -0.77841 0.82641 0.78017  0.1143
H2 -0.33141 1.61033 -2.17843  0.1183
H3 -1.85240 0.07920 -2.71476  0.0822
H4 -1.61074 -0.69818 -1.25810  0.0865
H5 1.54927 0.53326 0.47438  0.0889
H6 1.21476 2.25768 0.74915  0.1463
H7 1.54046 1.76186 -0.77335  0.1454
N3 -0.09476 -1.72968 1.96250  0.1148
C3 0.57249 -1.58072 0.73298  -0.8047
O1 1.65737 -0.90443 0.79545  -0.1028
O2 0.02705 -2.02494 -0.28300  -0.0308
H8 -0.56422 -2.61100 2.09043  0.0806
H9 0.52258 -1.48475 2.72391  0.0775



*ii*
Here is the molecule C3H9N3O2 from the OMol25 dataset. Energies are from the ωB97M-V functional and the def2-TZVPD basis.

Properties
- SMILES: NN(/C=N\O)CCO
- HOMO-LUMO gap: 8.9970 eV

Last column: Löwdin charge in e.
Cartesian coordinates (Å):
C1 -1.29099 -0.83179 0.64027  -0.2638
C2 -2.15969 -0.47343 -0.60593  -0.1562
C3 1.03761 -1.06997 -0.13240  -0.1490
H1 0.63090 1.40813 1.97599  0.1592
H2 0.10868 1.72646 0.20354  0.1550
H3 -1.84353 -0.53729 1.55795  0.1159
H4 -1.29784 -1.99869 0.47033  0.1436
H5 -3.34196 -0.80432 -0.33182  0.1686
H6 -1.66691 -0.92320 -1.41999  0.0762
H7 -2.55548 1.52016 0.22452  0.1628
H8 0.82843 -2.21674 -0.11343  0.1354
H9 1.74703 1.11546 0.02736  0.0158
N1 0.50180 1.01455 0.96225  -0.0077
N2 0.02694 -0.33534 0.72842  -0.1838
N3 2.22918 -0.66823 -0.44692  -0.0140
O1 -2.17849 1.10369 -0.73534  -0.2144
O2 2.49894 0.75684 -0.60372  -0.1435



*iii*
Here is C3H9N3O2 as an isolated structure from the OMol25 dataset. Energies are from the ωB97M-V functional and the def2-TZVPD basis.

Properties
- HOMO-LUMO gap (spin up / spin down): 8.3802 / 8.2451 eV

Last column: Löwdin charge in e.
Cartesian coordinates (Å):
C1 1.93257 0.32719 0.30314  -0.5046
C2 3.12165 0.97436 -0.30104  -0.0068
C3 -0.30175 0.50555 1.10101  0.0737
N1 0.65762 1.00532 0.31256  0.0336
N2 -1.89025 0.70057 0.18899  -0.1093
N3 -2.61682 -2.55921 -0.61696  0.0037
O1 -2.95921 0.22635 0.62730  -0.1213
O2 2.07595 -0.80541 0.68970  0.0827
H1 3.38683 0.18529 -1.06711  0.1155
H2 3.88795 0.96881 0.46653  0.0891
H3 2.88493 1.95587 -0.82379  0.0996
H4 -0.18341 -0.47602 1.37216  0.0578
H5 0.73735 1.94670 0.05443  0.1105
H6 -1.94567 1.70740 -0.12388  0.1108
H7 -2.37164 -1.61718 -0.34490  -0.0544
H8 -3.57093 -2.64839 -0.23858  0.0153
H9 -2.84516 -2.39717 -1.59957  0.0042



Which is most stable, and by how much? *i*, by 0.1635 hartree.



*i*
Here is the molecule C20H32ClN3O2S from the OMol25 dataset. Energies are from the ωB97M-V functional and the def2-TZVPD basis.

Properties
- SMILES: CCCCCCNC(=O)[C@H](c1cc(C)cc(Cl)c1)N1CCC[S@@](=N)(=O)CC1
- HOMO-LUMO gap: 9.3660 eV

Last column: Löwdin charge in e.
Cartesian coordinates (Å):
C1 0.74082 -4.12205 -3.03683  -0.1201
C2 -0.23705 -3.10464 -2.46394  -0.2814
C3 0.42538 -2.13961 -1.48871  -0.2423
C4 -0.54367 -1.11795 -0.90877  -0.2291
C5 0.12259 -0.15148 0.06130  -0.2087
C6 -0.85976 0.85818 0.62785  -0.1855
N1 -0.19938 1.75463 1.56199  0.0794
C7 -0.75647 2.93131 1.93253  -0.4621
O1 -1.77291 3.37078 1.43150  0.0820
C8 -0.01343 3.64988 3.06879  -0.2194
C9 -0.72949 3.27484 4.35416  -0.1812
C10 -2.03230 3.70725 4.56308  0.0156
C11 -2.72166 3.36049 5.71899  -0.2488
C12 -4.13354 3.83418 5.93205  -0.0429
C13 -2.08716 2.56642 6.67032  -0.0695
C14 -0.79004 2.13895 6.45187  -0.6515
Cl1 -0.00518 1.14947 7.64982  0.6602
C15 -0.09816 2.48371 5.30372  -0.0635
N2 0.00882 5.08665 2.86686  -0.1044
C16 0.64899 5.74426 4.00379  -0.1775
C17 0.98820 7.21921 3.79660  -0.1839
C18 2.41601 7.47043 3.31512  -0.2565
S1 2.70886 7.16260 1.58380  0.6533
N3 1.85031 8.14898 0.81630  -0.2113
O2 4.14089 7.07029 1.36877  -0.3597
C19 2.02630 5.51522 1.38077  -0.2149
C20 0.50095 5.48058 1.55147  -0.1852
H1 0.25039 -4.80388 -3.73210  0.0673
H2 1.55166 -3.62484 -3.57308  0.0712
H3 1.19020 -4.72163 -2.24256  0.0711
H4 -0.69619 -2.53392 -3.27680  0.1086
H5 -1.05532 -3.62344 -1.95535  0.1084
H6 0.88567 -2.70844 -0.67310  0.1167
H7 1.24403 -1.61730 -1.99601  0.1171
H8 -1.00517 -0.55064 -1.72384  0.1202
H9 -1.35995 -1.64002 -0.39847  0.1189
H10 0.57833 -0.71922 0.88111  0.1170
H11 0.93457 0.38027 -0.44424  0.1200
H12 -1.29302 1.46816 -0.16459  0.1266
H13 -1.68955 0.34450 1.12460  0.1319
H14 0.58650 1.40761 2.08621  0.1358
H15 1.01267 3.23767 3.12738  0.1405
H16 -2.50381 4.31668 3.80101  0.1335
H17 -4.54221 3.45681 6.86821  0.0744
H18 -4.17738 4.92401 5.95698  0.0844
H19 -4.77921 3.50132 5.11844  0.0855
H20 -2.59934 2.28043 7.57962  0.1099
H21 0.92080 2.14584 5.16267  0.1110
H22 -0.02688 5.64877 4.85338  0.1208
H23 1.57576 5.21440 4.29596  0.1263
H24 0.26816 7.70121 3.13377  0.1163
H25 0.89813 7.71516 4.76425  0.1159
H26 2.70962 8.51261 3.43845  0.1055
H27 3.12796 6.84037 3.85312  0.1045
H28 2.33895 8.54301 0.02194  0.0204
H29 2.32544 5.24754 0.36683  0.1058
H30 2.55432 4.85476 2.07356  0.1027
H31 0.07971 4.79777 0.81879  0.1148
H32 0.10466 6.46328 1.29487  0.1059



*ii*
Here is the molecule C20H32ClN3O2S from the OMol25 dataset. Energies are from the ωB97M-V functional and the def2-TZVPD basis.

Properties
- SMILES: CCCCCCNC(=O)[C@H](c1cc(C)cc(Cl)c1)N1CCC[S@@](=N)(=O)CC1
- HOMO-LUMO gap: 9.2951 eV

Last column: Löwdin charge in e.
Cartesian coordinates (Å):
C1 -0.46642 -7.63583 3.09744  -0.1200
C2 -0.69668 -6.19650 3.54930  -0.2798
C3 -0.80845 -5.22663 2.37809  -0.2424
C4 -1.04062 -3.78434 2.82148  -0.2141
C5 -1.13307 -2.79730 1.64723  -0.1947
C6 -0.06310 -1.71731 1.70878  -0.1890
N1 -0.15548 -0.83200 0.56824  0.0817
C7 0.35513 0.41397 0.56269  -0.4549
O1 0.91534 0.89842 1.52850  0.0775
C8 0.21330 1.16374 -0.76683  -0.2224
C9 1.47914 0.93455 -1.56419  -0.1803
C10 2.68489 1.46212 -1.11720  0.0176
C11 3.85998 1.25212 -1.82938  -0.2502
C12 5.15755 1.83101 -1.32640  -0.0428
C13 3.82093 0.50355 -3.00105  -0.0683
C14 2.61817 -0.02363 -3.44648  -0.6608
Cl1 2.57348 -0.95128 -4.90608  0.6720
C15 1.44793 0.18815 -2.73489  -0.0637
N2 -0.04505 2.57356 -0.57646  -0.1097
C16 -0.12701 3.25088 -1.85847  -0.1752
C17 -0.68483 4.67319 -1.84024  -0.1889
C18 -2.17817 4.75624 -2.13737  -0.2410
S1 -3.30034 4.12907 -0.83614  0.6764
N3 -3.21400 5.15346 0.28416  -0.2271
O2 -4.56049 3.76020 -1.45492  -0.3652
C19 -2.52622 2.62688 -0.15180  -0.2031
C20 -1.10644 2.85770 0.36330  -0.1989
H1 -0.38457 -8.30847 3.95198  0.0670
H2 -1.28985 -7.98976 2.47435  0.0706
H3 0.45359 -7.72422 2.51668  0.0707
H4 -1.60709 -6.14658 4.15340  0.1082
H5 0.12287 -5.88607 4.20363  0.1084
H6 0.10532 -5.27861 1.77642  0.1178
H7 -1.62726 -5.54134 1.72316  0.1168
H8 -1.96038 -3.73688 3.40864  0.1123
H9 -0.24086 -3.48641 3.50674  0.1124
H10 -1.05584 -3.33454 0.69578  0.1087
H11 -2.11537 -2.31838 1.64259  0.1132
H12 -0.15992 -1.14743 2.63252  0.1275
H13 0.93246 -2.17328 1.75148  0.1327
H14 -0.53987 -1.20840 -0.28397  0.1395
H15 -0.62578 0.70324 -1.31834  0.1365
H16 2.69210 2.04143 -0.20105  0.1344
H17 5.99673 1.56352 -1.96563  0.0743
H18 5.09307 2.91879 -1.27671  0.0840
H19 5.36537 1.47063 -0.31812  0.0850
H20 4.72369 0.32690 -3.57149  0.1098
H21 0.51934 -0.22875 -3.10654  0.1111
H22 0.85057 3.23777 -2.33810  0.1220
H23 -0.78222 2.66067 -2.53085  0.1276
H24 -0.48521 5.16033 -0.88247  0.1143
H25 -0.15448 5.25490 -2.59299  0.1153
H26 -2.50402 5.78718 -2.25936  0.0991
H27 -2.43676 4.20812 -3.04754  0.0992
H28 -4.13483 5.50559 0.53133  0.0196
H29 -3.19754 2.40339 0.67735  0.1037
H30 -2.60498 1.82378 -0.88832  0.0990
H31 -0.94270 2.28558 1.27502  0.1187
H32 -1.02505 3.89334 0.69913  0.1079



Which is most stable, and by how much? *i*, by 0.0100 hartree.